{
  "formula": "C5H11N3",
  "method": "the ωB97M-V functional and the def2-TZVPD basis",
  "homo_lumo_gap_ev": 9.82,
  "homo_ev": -8.81,
  "smiles": "CN1N2C(C)(C)[C@]12N",
  "e_tot_ev": -9830.4356,
  "charge": 0,
  "de_lowest_ev": 3.471,
  "symbols": ["C", "C", "C", "C", "C", "N", "N", "N", "H", "H", "H", "H", "H", "H", "H", "H", "H", "H", "H"],
  "positions_angstrom": [[2.353, -0.553, 0.024], [-2.073, 0.209, 0.356], [-0.529, -1.578, -0.471], [0.300, 0.945, -0.064], [-0.620, -0.201, 0.157], [0.058, 2.247, -0.480], [0.240, 0.291, 1.264], [1.519, 0.535, 0.490], [-0.889, 2.551, -0.293], [0.724, 2.885, -0.059], [2.096, -0.920, -0.971], [3.371, -0.157, -0.014], [2.342, -1.381, 0.734], [-2.610, -0.582, 0.876], [-2.552, 0.381, -0.607], [-2.139, 1.110, 0.961], [0.447, -2.039, -0.394], [-1.243, -2.241, 0.017], [-0.796, -1.504, -1.525]],
  "mulliken_charge": [-0.9401, -1.8779, -1.3622, 0.2191, 1.6673, -0.5591, -0.8027, -0.2030, 0.2820, 0.2630, 0.3448, 0.2862, 0.3573, 0.4483, 0.3399, 0.4641, 0.3962, 0.3911, 0.2859]
}

---

{
  "formula": "C5H11N3",
  "method": "the ωB97M-V functional and the def2-TZVPD basis",
  "homo_lumo_gap_ev": 9.66,
  "homo_ev": -8.67,
  "smiles": "NC1[C@@H]2NCCN[C@@H]12",
  "e_tot_ev": -9830.6186,
  "charge": 0,
  "de_lowest_ev": 3.288,
  "symbols": ["C", "C", "C", "C", "C", "H", "H", "H", "H", "H", "H", "H", "H", "H", "H", "H", "N", "N", "N"],
  "positions_angstrom": [[-1.768, -0.447, 0.522], [-0.419, -0.828, -0.034], [1.863, -0.422, 0.045], [1.311, 0.960, -0.387], [-0.538, 0.298, 0.901], [-2.942, -0.617, -1.096], [-2.141, 0.760, -1.076], [-2.295, -0.974, 1.332], [-0.425, -0.430, -1.027], [0.940, -2.169, -0.646], [2.355, -0.354, 1.038], [2.638, -0.724, -0.653], [1.235, 0.968, -1.476], [2.066, 1.711, -0.144], [0.166, 2.142, 0.958], [-0.169, 0.084, 1.901], [-2.665, 0.142, -0.483], [0.796, -1.537, 0.096], [-0.010, 1.437, 0.228]],
  "mulliken_charge": [-0.3344, -0.1845, -0.5114, -0.5643, -0.0989, 0.2565, 0.3260, 0.3892, 0.3587, 0.2908, 0.2747, 0.3743, 0.2504, 0.3922, 0.3087, 0.1940, -0.7441, -0.5826, -0.3952]
}

---

{
  "formula": "C5H11N3",
  "method": "the ωB97M-V functional and the def2-TZVPD basis",
  "homo_lumo_gap_ev": 10.02,
  "homo_ev": -8.98,
  "smiles": "CC[C@@H]1N=NN[C@H]1C",
  "e_tot_ev": -9830.4832,
  "charge": 0,
  "de_lowest_ev": 3.423,
  "symbols": ["C", "C", "C", "C", "C", "N", "N", "N", "H", "H", "H", "H", "H", "H", "H", "H", "H", "H", "H"],
  "positions_angstrom": [[-0.011, 0.548, 0.435], [1.337, -0.123, -0.436], [1.988, -1.123, 0.502], [-2.597, 0.787, 0.004], [-1.265, 0.127, -0.430], [0.322, 1.999, 0.458], [1.389, 2.197, -0.084], [2.028, 1.108, -0.588], [0.076, 0.334, 1.507], [1.115, -0.426, -1.466], [1.398, -1.968, 1.105], [2.396, -0.522, 1.382], [2.780, -1.647, 0.124], [-2.678, 1.860, 0.045], [-2.794, 0.288, 1.072], [-3.372, 0.534, -0.735], [-1.030, 0.301, -1.539], [-1.509, -1.026, -0.395], [2.826, 1.517, -1.082]],
  "mulliken_charge": [0.0605, 0.0618, -1.3216, -1.1497, -0.4606, -0.2965, -0.4783, 0.0504, 0.3927, 0.4249, 0.2317, 0.3453, 0.3984, 0.3448, 0.2371, 0.3540, 0.3289, 0.2084, 0.2677]
}

---

{
  "formula": "C5H11N3",
  "method": "the ωB97M-V functional and the def2-TZVPD basis",
  "homo_lumo_gap_ev": 8.68,
  "homo_ev": -8.00,
  "smiles": "[H]/N=C(/C)N.[H]/N=C\\C=C",
  "e_tot_ev": -9830.9526,
  "charge": 0,
  "de_lowest_ev": 2.954,
  "symbols": ["C", "C", "N", "N", "H", "H", "H", "H", "H", "H", "C", "C", "C", "N", "H", "H", "H", "H", "H"],
  "positions_angstrom": [[1.244, 0.308, 0.999], [1.560, 0.170, -0.444], [2.711, -0.487, -0.764], [0.634, 0.420, -1.296], [3.413, -0.649, -0.064], [2.938, -0.683, -1.725], [0.807, 0.112, -2.248], [0.718, 1.243, 1.176], [2.138, 0.265, 1.625], [0.467, -0.479, 1.207], [-1.375, 0.585, -0.847], [-1.588, -0.805, 0.075], [-2.338, -0.776, 1.169], [-1.677, 1.744, -0.428], [-1.371, 1.930, 0.526], [-1.666, 0.353, -1.866], [-1.355, -1.743, -0.416], [-2.648, 0.165, 1.608], [-2.613, -1.671, 1.714]],
  "mulliken_charge": [-0.8426, 0.6903, -0.4064, -0.5169, 0.1830, 0.1954, 0.1626, 0.1918, 0.3780, 0.1835, 0.0975, -0.4946, -0.5663, -0.7235, 0.2421, 0.3247, 0.3567, 0.2552, 0.2895]
}

---

{
  "formula": "C5H11N3",
  "method": "the ωB97M-V functional and the def2-TZVPD basis",
  "homo_lumo_gap_ev": 8.42,
  "homo_ev": -7.82,
  "e_tot_ev": -9827.9395,
  "charge": 0,
  "de_lowest_ev": 5.967,
  "symbols": ["C", "C", "C", "C", "C", "H", "H", "H", "H", "H", "H", "H", "H", "H", "H", "H", "N", "N", "N"],
  "positions_angstrom": [[-0.887, 2.108, 1.827], [-0.618, 0.320, 0.235], [0.161, -0.558, -0.148], [0.900, -1.442, 0.788], [0.585, -0.887, -1.549], [-1.307, 2.456, 2.881], [0.029, 2.508, 1.847], [-1.835, 2.579, 1.311], [-0.244, 0.170, 2.272], [-1.358, 1.051, -0.253], [0.293, -2.720, 0.333], [1.859, -1.537, -0.050], [1.058, -1.186, 1.772], [0.137, -0.099, -3.466], [-1.255, -0.042, -2.543], [1.703, -1.620, -2.730], [-0.807, 0.640, 1.605], [-0.080, -0.159, -2.415], [1.668, -1.583, -1.717]],
  "mulliken_charge": [-1.0163, 0.4389, 0.2012, -1.4099, -0.0017, 0.2847, 0.3851, 0.2946, 0.2667, 0.1543, 0.1951, 0.3992, 0.4483, 0.2656, 0.2883, 0.2025, -0.3043, -0.4605, -0.6317]
}

---

{
  "formula": "C5H11N3",
  "method": "the ωB97M-V functional and the def2-TZVPD basis",
  "homo_lumo_gap_ev": [7.08, 7.41],
  "homo_ev": [-6.52, -6.85],
  "e_tot_ev": -9826.3079,
  "charge": 0,
  "de_lowest_ev": 7.598,
  "symbols": ["C", "C", "N", "C", "N", "C", "C", "N", "H", "H", "H", "H", "H", "H", "H", "H", "H", "H", "H"],
  "positions_angstrom": [[1.576, 0.420, 1.710], [0.254, 2.236, 0.866], [0.891, 0.975, 0.564], [-0.101, -0.526, -0.808], [0.522, -0.710, -1.943], [-0.625, -0.248, 0.282], [-2.162, -2.303, -1.543], [-2.021, -1.728, -0.443], [0.526, 0.032, -2.628], [1.245, -1.411, -2.006], [-1.213, -0.153, 1.169], [2.416, 1.065, 2.006], [0.931, 0.314, 2.603], [1.984, -0.563, 1.463], [-0.450, 2.190, 1.719], [-0.289, 2.601, -0.008], [1.008, 2.993, 1.124], [-3.034, -2.950, -1.728], [-1.459, -2.232, -2.399]],
  "mulliken_charge": [-0.9120, -0.9174, -0.3461, -0.1096, -0.3220, 0.1753, -0.3596, -0.6049, 0.2483, 0.2557, 0.5730, 0.3318, 0.3310, 0.2710, 0.3315, 0.2767, 0.3239, 0.2614, 0.1920]
}

---

Look up the charge of the fifth one.
0